{
  "formula": "C4H12",
  "method": "wB97M-V/def2-TZVPD",
  "e_homo_ev": [1.622, -7.697],
  "total_charge": -1,
  "multiplicity": 2,
  "orbital_gap_ev": [2.8, 12.3],
  "s2": 0.750,
  "elements": ["C", "C", "H", "H", "H", "H", "H", "H", "C", "C", "H", "H", "H", "H", "H", "H"],
  "positions_angstrom": [[-0.55, 1.70, -0.38], [0.76, 1.61, -1.16], [-1.38, 1.23, -0.91], [-0.37, 1.28, 0.61], [-0.84, 2.74, -0.17], [0.56, 1.44, -2.24], [1.18, 0.61, -0.96], [1.53, 2.37, -1.12], [0.35, -1.39, 1.32], [-0.56, -1.93, 0.24], [0.96, -2.16, 1.80], [1.03, -0.69, 0.82], [-0.12, -0.80, 2.11], [-1.29, -1.16, -0.05], [-1.23, -2.71, 0.60], [-0.09, -2.21, -0.70]]
}


{
  "formula": "C39H37N3OPPbS3",
  "method": "wB97M-V/def2-TZVPD",
  "e_homo_ev": [-9.960, -9.954],
  "total_charge": 1,
  "orbital_gap_ev": [5.7, 5.5],
  "elements": ["Pb", "O", "C", "C", "C", "C", "C", "C", "C", "P", "C", "C", "C", "C", "C", "C", "C", "C", "C", "C", "C", "C", "H", "H", "H", "H", "H", "H", "H", "H", "H", "H", "H", "H", "H", "H", "C", "C", "C", "C", "C", "C", "C", "C", "N", "C", "C", "C", "C", "H", "H", "H", "H", "H", "H", "H", "H", "H", "H", "H", "H", "H", "H", "H", "H", "H", "H", "S", "C", "S", "C", "N", "N", "C", "C", "C", "C", "C", "C", "S", "H", "H", "H", "H", "H"],
  "positions_angstrom": [[1.31, -0.33, -0.70], [0.65, -1.28, 2.43], [0.39, -0.24, 1.95], [-0.18, 0.98, 2.55], [-0.29, 1.05, 3.94], [-0.78, 2.20, 4.52], [-1.16, 3.28, 3.73], [-1.06, 3.21, 2.35], [-0.57, 2.05, 1.74], [-0.46, 1.90, -0.07], [0.18, 3.51, -0.60], [1.55, 3.73, -0.54], [2.09, 4.95, -0.90], [1.26, 5.97, -1.33], [-0.11, 5.77, -1.40], [-0.66, 4.54, -1.04], [-2.16, 1.86, -0.70], [-2.29, 1.73, -2.08], [-3.55, 1.80, -2.67], [-4.67, 1.97, -1.87], [-4.55, 2.06, -0.49], [-3.29, 2.01, 0.10], [0.02, 0.20, 4.54], [-0.87, 2.26, 5.60], [-1.54, 4.18, 4.19], [-1.35, 4.05, 1.74], [2.22, 2.93, -0.20], [3.16, 5.11, -0.84], [1.68, 6.93, -1.61], [-0.76, 6.56, -1.74], [-1.73, 4.39, -1.10], [-1.42, 1.60, -2.71], [-3.65, 1.70, -3.74], [-5.65, 2.00, -2.32], [-5.42, 2.16, 0.13], [-3.21, 2.07, 1.17], [1.73, -5.60, -0.34], [2.87, -4.62, -0.23], [4.16, -4.98, -0.62], [5.24, -4.09, -0.53], [6.62, -4.52, -0.95], [5.03, -2.81, -0.05], [3.72, -2.39, 0.35], [2.67, -3.34, 0.24], [3.36, -1.18, 0.78], [4.30, -0.13, 1.20], [3.47, 0.92, 1.94], [5.35, -0.65, 2.20], [4.96, 0.54, -0.02], [2.09, -6.62, -0.35], [1.16, -5.42, -1.26], [1.04, -5.48, 0.50], [4.34, -5.98, -1.00], [6.59, -5.43, -1.54], [7.24, -4.71, -0.07], [7.12, -3.74, -1.53], [5.86, -2.13, -0.02], [1.69, -3.05, 0.61], [3.02, 0.50, 2.84], [2.66, 1.31, 1.31], [4.09, 1.77, 2.23], [4.86, -1.28, 2.95], [5.81, 0.19, 2.70], [6.14, -1.23, 1.73], [4.21, 0.99, -0.66], [5.54, -0.16, -0.62], [5.63, 1.33, 0.32], [-5.18, -0.55, 1.86], [-4.09, -1.09, 0.76], [-2.42, -1.35, 1.18], [-2.04, -1.71, -0.48], [-3.07, -1.72, -1.25], [-4.21, -1.41, -0.56], [-5.43, -1.45, -1.33], [-5.35, -1.20, -2.70], [-6.49, -1.25, -3.47], [-7.72, -1.56, -2.89], [-7.78, -1.83, -1.53], [-6.64, -1.79, -0.74], [-0.46, -2.21, -1.04], [-4.39, -0.98, -3.14], [-6.43, -1.06, -4.53], [-8.61, -1.60, -3.49], [-8.72, -2.09, -1.07], [-6.69, -2.01, 0.31]]
}